No. 1
Here is a molecular structure, C12H15N6O4PSTa from OMol25. Energies are from ωB97M-V/def2-TZVPD.

```
40
Properties=species:S:1:pos:R:3:forces:R:3:mulliken_charge:R:1
Ta -1.25831 -1.26051 -1.08493 -0.216 -0.225 -0.106 1.538
S -2.72950 -2.73401 -2.32649 0.281 0.281 0.186 1.103
P 0.79497 0.79602 0.68202 -0.019 -0.017 -0.007 -0.206
O -2.78977 -1.18608 -2.46216 -0.095 0.085 -0.105 -0.515
O -2.70686 -2.71005 -0.77671 -0.071 -0.071 0.120 -0.516
O -1.18144 -2.79322 -2.46092 0.085 -0.093 -0.104 -0.515
O -3.56553 -3.57115 -3.04579 -0.016 -0.016 -0.003 -0.477
N 0.79596 -1.32856 -1.23895 0.204 0.039 -0.079 -0.199
N 2.80540 -0.64339 -0.71689 -0.025 0.059 -0.014 0.189
N -1.21868 -1.22015 0.97427 -0.007 -0.009 0.228 -0.203
N -0.64616 2.80381 -0.71917 0.061 -0.025 -0.015 0.188
N -0.47128 -0.46910 2.88649 0.016 0.013 -0.008 0.190
N -1.32826 0.79318 -1.24068 0.039 0.210 -0.078 -0.198
C -1.65165 2.93995 -1.64938 -0.011 0.016 0.026 -0.392
C -0.35044 -0.35017 1.56711 0.004 0.009 -0.116 0.273
C -2.07801 1.69464 -1.97544 -0.055 0.028 -0.023 -0.348
C 2.94340 -1.64953 -1.64610 0.015 -0.009 0.026 -0.393
C 1.51072 -0.44707 -0.48067 -0.102 -0.045 0.060 0.262
C -1.89047 -1.89197 1.98076 -0.032 -0.030 0.026 -0.344
C -0.44819 1.50955 -0.48214 -0.047 -0.103 0.060 0.262
C 0.08131 3.94100 -0.11425 -0.034 -0.058 -0.036 -0.713
C 3.94127 0.08588 -0.11168 -0.058 -0.034 -0.036 -0.713
C 1.69879 -2.07764 -1.97266 0.028 -0.055 -0.022 -0.348
C 0.27580 0.27993 3.92053 -0.039 -0.039 -0.057 -0.708
C -1.42406 -1.42318 3.16459 0.007 0.007 0.006 -0.398
H -2.84803 1.37822 -2.66004 0.002 0.001 0.000 0.593
H -1.97520 3.90963 -1.99151 -0.026 -0.015 -0.025 0.472
H -0.37252 4.85694 -0.47960 0.012 0.010 0.014 0.319
H -0.01478 3.89882 0.96752 0.023 0.020 0.003 0.337
H 3.91372 -1.97211 -1.98732 -0.015 -0.026 -0.025 0.471
H 1.38368 -2.84856 -2.65683 0.002 0.002 0.000 0.593
H 4.85804 -0.36577 -0.47767 0.010 0.012 0.014 0.319
H 1.33800 0.07081 3.82300 0.008 0.021 0.021 0.338
H 3.89958 -0.01122 0.97002 0.020 0.023 0.003 0.338
H 1.12383 3.90750 -0.42038 0.011 0.024 0.019 0.342
H -0.07066 -0.06096 4.89110 0.016 0.016 0.011 0.319
H -1.68383 -1.68205 4.17823 -0.025 -0.025 -0.010 0.472
H 0.07090 1.34241 3.81744 0.022 0.008 0.021 0.337
H -2.63735 -2.64042 1.77221 0.001 0.001 0.004 0.594
H 3.90560 1.12859 -0.41692 0.024 0.011 0.019 0.342
```
Positions in Å, forces in eV/Å.

Output
Orbital gap (eV): 7.48
Largest force on an atom (eV/Å): 0.439
LUMO energy (eV): -12.14
Total charge: +3
Energy relative to the best compared isomer or geometry (same formula, charge and spin) (kJ/mol): 0.0
Electronic energy (Ha): -1891.4121
M (u): 551.3


No. 2
Here is a molecular structure, C17H23CdN4O3 from OMol25. Energies are from ωB97M-V/def2-TZVPD.

```
48
Properties=species:S:1:pos:R:3:forces:R:3:mulliken_charge:R:1
Cd -0.02174 -0.13217 -0.05761 0.418 0.181 -0.195 0.866
O 2.07257 3.63371 0.77922 -0.161 -0.148 0.059 -0.767
O 0.53230 2.00615 0.58293 -0.315 -0.321 0.151 -0.743
O -2.47214 -0.33280 1.19109 0.154 -0.041 0.196 -0.374
N 0.21581 -0.70580 -1.99823 0.045 0.106 0.127 -0.985
N 2.54687 0.27521 -0.13693 -0.174 0.114 0.109 -0.476
N 2.79437 1.53371 0.44816 -0.109 0.011 0.130 -0.258
N 0.67504 -1.08259 2.23640 0.137 0.419 0.043 0.071
C -0.45198 -0.20322 -3.03232 -0.096 -0.308 -0.127 0.290
C 1.71317 2.46719 0.60725 0.488 0.026 -0.107 0.462
C 1.62929 -0.74553 -4.35770 -0.169 0.015 -0.025 -1.404
C -2.61170 0.40157 -1.80385 0.126 -0.109 -0.173 -1.028
C 1.62490 -2.01575 2.30729 -0.224 -0.145 -0.228 -0.654
C -1.96792 0.26635 3.51595 0.123 -0.102 -0.151 -0.842
C -0.56097 0.78237 3.18786 -0.114 -0.138 0.071 -0.494
C -2.44850 -0.79344 2.53388 -0.075 0.043 0.179 -0.747
C 1.21788 -0.45047 4.46989 0.178 -0.160 0.199 -0.758
C -2.37493 0.74041 -4.25342 0.061 0.020 -0.048 -0.788
C -1.80173 0.31806 -3.06481 0.021 0.047 0.012 0.845
C -0.40052 0.19965 -5.47325 -0.028 -0.023 0.056 -0.607
C 0.48503 -0.28864 3.30057 -0.126 0.113 -0.152 1.044
C 2.38724 -2.24653 3.43485 0.083 -0.029 0.213 -0.527
C 2.17436 -1.44877 4.55105 -0.163 0.094 -0.223 -0.396
C -1.70492 0.69422 -5.46905 -0.094 0.080 -0.142 -0.719
C 0.21699 -0.23319 -4.32107 0.033 0.004 -0.042 1.438
H -1.76574 -1.64243 2.53130 -0.060 -0.055 0.020 0.333
H -0.53311 1.17990 2.17367 0.037 0.172 0.121 -0.233
H 1.75897 -2.61031 1.41044 0.030 -0.004 0.000 0.439
H -3.58696 0.84714 -2.01122 -0.020 0.020 0.009 0.237
H 2.30985 -0.03830 -3.86817 0.040 -0.073 0.055 0.142
H -2.66106 1.11350 3.49598 -0.024 -0.015 0.063 0.391
H 2.74668 -1.59328 5.45767 0.030 0.004 0.003 0.401
H -2.90329 0.52779 1.15480 -0.054 0.034 -0.107 0.318
H 0.14747 0.15176 -6.41226 0.028 -0.003 0.015 0.255
H 3.61125 2.01922 0.11131 0.040 0.061 -0.088 0.273
H -3.43852 -1.15419 2.83929 0.017 0.011 -0.078 0.315
H -2.17547 1.04453 -6.38057 -0.005 -0.031 0.010 0.324
H -3.39507 1.11885 -4.23362 0.001 0.014 0.045 0.236
H 2.52011 0.28962 -1.15423 -0.133 -0.052 -0.056 0.215
H -2.10950 1.02838 -1.05157 -0.065 0.035 0.018 0.005
H 3.24193 -0.38388 0.18175 0.020 -0.033 0.028 0.221
H 1.04184 0.21454 5.30547 -0.025 0.009 -0.019 0.427
H 1.70121 -1.68658 -3.80803 0.070 0.011 0.015 0.322
H -2.76799 -0.58550 -1.35608 0.049 0.062 0.065 0.220
H -0.31144 1.60588 3.85745 0.040 0.012 -0.009 0.503
H 1.96481 -0.89362 -5.38782 0.007 0.036 -0.011 0.397
H -1.99367 -0.15964 4.52383 -0.047 0.032 0.026 0.390
H 3.12896 -3.03308 3.44244 0.008 0.005 -0.052 0.420
```
Positions in Å, forces in eV/Å.

Output
Orbital gap (eV): 4.40
Largest force on an atom (eV/Å): 0.500
LUMO energy (eV): 2.36
Total charge: -1
Energy relative to the best compared isomer or geometry (same formula, charge and spin) (kJ/mol): 95.8
Electronic energy (Ha): -1274.0829
M (u): 443.8


No. 3
Here is a molecular structure, C36H29MgN8OS4 from OMol25. Energies are from ωB97M-V/def2-TZVPD.

```
79
Properties=species:S:1:pos:R:3:forces:R:3:mulliken_charge:R:1
S -5.30150 1.14248 -3.36496 -0.003 -0.031 -0.066 -0.150
S -2.33974 1.19777 -2.89762 -0.098 -0.136 0.217 -0.466
S -3.16885 1.88285 0.36911 -0.066 -0.127 -0.186 -0.513
S -6.00078 1.75851 -0.61226 -0.035 0.004 0.085 -0.150
Mg -1.00043 0.56514 -0.50368 -1.157 0.918 -0.420 1.113
O -7.79842 1.33228 -2.50901 0.395 -0.004 0.123 -0.658
N 4.04376 0.89160 1.43831 -0.096 -0.065 -0.022 -0.618
N -0.09813 1.70929 1.06374 0.275 0.236 0.518 1.310
N 4.33515 -6.11217 -3.96896 -0.078 0.095 0.070 -0.644
N 0.58659 1.37142 -1.58540 1.024 0.243 0.204 0.154
N -3.70499 -2.72513 -2.58112 0.311 -0.095 -0.088 -0.632
N 0.39699 -1.30831 -0.56918 -0.113 -0.210 0.165 0.420
N -2.26918 -1.22244 -0.75495 -0.084 -0.208 0.193 0.352
N 1.69495 -0.53691 1.91388 1.076 0.035 -0.033 -0.243
C -1.65356 -2.05563 -1.60036 0.664 0.074 0.114 -0.048
C 2.27158 -5.48439 -2.91713 -0.064 -0.290 -0.048 -0.493
C -1.02040 3.58652 4.15091 -0.027 -0.013 -0.025 -0.490
C -2.36575 -2.76698 -2.53473 -0.357 -0.127 -0.093 -0.506
C 2.23721 0.24415 2.84569 0.085 -0.165 -0.065 -0.096
C 2.50470 2.62070 -1.41291 0.040 -0.112 -0.159 -1.183
C -2.14306 -1.16576 2.97064 -0.018 0.109 0.071 -1.573
C 1.69895 -1.43912 -0.31622 0.348 0.186 0.119 -0.698
C -0.16129 -2.15232 -1.43604 -0.596 -0.178 -0.188 0.324
C 2.49780 -2.36055 -0.97471 0.209 0.248 0.281 -0.748
C 1.37333 2.14127 -0.74739 -0.470 -0.007 0.232 -0.301
C 1.23601 1.34374 -2.75606 -0.039 0.134 0.019 -0.469
C -3.95202 1.39414 -2.25706 0.401 -0.170 -0.344 0.124
C 0.56990 -3.12086 -2.11261 -0.149 0.043 -0.124 -1.009
C -0.76959 0.95258 3.27323 -0.154 -0.256 0.117 0.468
C 3.40716 0.94502 2.60952 0.084 0.048 -0.073 -0.798
C 4.05413 -3.92570 -3.02233 0.290 0.058 -0.119 -0.544
C -0.73668 4.54142 1.87616 0.105 -0.083 0.056 -0.811
C 4.79500 -4.89237 -3.68647 -0.127 -0.077 0.016 -0.377
C 2.42793 2.09672 -2.70795 -0.171 -0.054 0.088 -0.879
C 0.37600 5.57139 2.09666 0.021 -0.056 0.030 -1.298
C -0.76795 -0.50452 2.83882 -0.580 0.095 -0.096 0.412
C 0.94232 2.32537 0.60267 0.001 -0.111 -0.369 -0.265
C -0.69615 3.34807 2.81751 -0.044 0.025 -0.053 0.922
C -3.59322 -1.20419 -0.75445 0.149 -0.007 -0.102 -0.387
C -4.30341 -1.97704 -1.67543 -0.131 0.055 0.117 -0.747
C -1.19221 2.54806 5.04954 0.045 -0.053 -0.035 -1.113
C -1.08879 1.24267 4.59546 0.013 -0.023 0.089 -0.585
C 3.08838 -6.38712 -3.58282 0.087 0.110 0.005 -0.393
C -0.49767 2.01438 2.40197 -0.126 0.077 -0.491 -0.676
C 3.47887 0.14016 0.50050 0.116 0.105 0.032 -0.346
C 2.76222 -4.22333 -2.62399 -0.353 0.427 0.290 0.275
C -4.27962 1.68716 -0.98447 0.224 0.038 0.551 -0.009
C -6.61728 1.39384 -2.22323 -0.323 0.039 -0.122 0.596
C 2.31153 -0.57848 0.74546 -0.163 -0.081 -0.382 0.804
C 1.93149 -3.21195 -1.90222 0.195 -0.509 -0.373 0.824
H -2.89666 -0.57825 2.44043 0.012 -0.012 0.017 0.206
H 1.52845 2.97470 1.24933 0.039 0.149 0.063 0.278
H 2.72010 -7.38106 -3.81130 0.032 -0.004 -0.016 0.365
H 3.84292 1.56946 3.38180 0.008 -0.017 -0.021 0.429
H -5.38622 -1.95195 -1.67898 -0.005 0.007 -0.028 0.443
H 3.54698 -2.43276 -0.71670 -0.033 0.001 -0.012 0.781
H -0.42163 -0.60083 1.81036 -0.354 0.079 0.323 -0.685
H -0.76445 4.21543 0.83983 0.072 -0.081 -0.076 0.347
H 1.71958 0.31500 3.79684 0.076 -0.021 -0.029 0.510
H 0.07480 -3.78436 -2.80691 0.053 0.017 0.000 0.421
H -1.27080 0.41903 5.27875 -0.011 0.022 -0.012 0.381
H -2.44824 -1.25703 4.01563 -0.053 0.030 -0.020 0.462
H 0.37304 5.94127 3.12563 -0.021 -0.015 -0.040 0.346
H -1.19028 4.61184 4.46938 0.026 -0.076 -0.018 0.393
H 1.27468 -5.77979 -2.61257 0.042 0.008 -0.019 0.441
H -1.69982 5.02970 2.03941 -0.021 0.010 0.020 0.640
H 1.36851 5.15269 1.91104 -0.048 -0.030 -0.028 0.304
H 3.93233 0.13027 -0.48569 0.032 0.011 0.072 0.522
H 4.47935 -2.94492 -2.84486 -0.019 -0.047 -0.004 0.506
H -1.87016 -3.37160 -3.28343 -0.089 -0.034 0.007 0.428
H 3.11364 2.26515 -3.52559 -0.032 -0.023 0.031 0.436
H -0.02574 -1.05543 3.42441 -0.202 -0.025 0.021 0.491
H -4.06818 -0.54415 -0.04211 -0.038 -0.011 0.016 0.774
H 3.27833 3.25025 -0.99403 -0.054 -0.035 -0.024 0.507
H 0.24742 6.42872 1.43118 -0.009 -0.060 0.032 0.388
H -1.44589 2.75085 6.08362 0.000 -0.006 -0.035 0.383
H -2.12431 -2.17082 2.53915 0.025 0.045 0.028 0.458
H 0.80530 0.83425 -3.60946 0.037 0.002 0.043 0.499
H 5.80567 -4.66914 -4.00916 0.003 -0.039 -0.018 0.367
```
Positions in Å, forces in eV/Å.

Output
Orbital gap (eV): 4.55
Largest force on an atom (eV/Å): 1.535
LUMO energy (eV): 1.11
Total charge: -1
Electronic energy (Ha): -3695.6243
M (u): 742.3


No. 4
Here is 2 unconnected molecules or ions with the total composition C4H12 from OMol25. Energies are from ωB97M-V/def2-TZVPD.

```
16
Properties=species:S:1:pos:R:3:forces:R:3:mulliken_charge:R:1
C 2.22942 -0.13867 -0.04757 0.144 -1.269 -0.242 -0.639
C -2.12750 -0.33376 -0.19447 -0.456 -2.210 -0.037 -0.839
C 2.16943 0.99446 -1.07793 0.483 1.521 -0.005 -0.802
C -2.25922 -0.45358 1.32629 -1.394 -3.260 0.011 -0.867
H -2.41392 -1.57793 1.62013 0.458 1.906 -0.489 0.208
H 1.65561 0.65283 -1.96340 -0.522 0.008 -0.212 0.263
H 1.66978 2.00582 -0.73611 0.934 -2.178 -0.364 0.227
H -3.07193 -0.55817 -0.71530 0.157 0.098 0.368 0.324
H -1.38142 -0.99777 -0.70555 -0.433 0.305 0.979 0.250
H -1.85297 0.61903 -0.46392 0.562 2.429 -0.654 0.294
H 3.18040 1.25927 -1.47049 -0.575 -0.104 0.511 0.305
H -1.46845 -0.09189 1.91441 1.552 0.402 0.369 0.314
H 2.51079 -1.18405 -0.47957 -0.924 1.850 0.320 0.232
H -3.12403 0.01605 1.78385 -0.419 0.335 -0.550 0.319
H 3.00002 -0.02979 0.70092 0.286 0.554 0.268 0.317
H 1.28399 -0.18185 0.50871 0.147 -0.387 -0.272 0.094
```
Positions in Å, forces in eV/Å.

Output
Orbital gap (eV): 12.70
Largest force on an atom (eV/Å): 3.546
LUMO energy (eV): 1.10
Total charge: 0
Energy relative to the best compared isomer or geometry (same formula, charge and spin) (kJ/mol): 63.7
Electronic energy (Ha): -159.5607
SMILES: CC.CC
M (u): 60.1